No. 1
The following is a quantum chemistry calculation of a cluster of 2 separate species, C5H14N2S in total in a non-equilibrium geometry, from the Open Molecules 2025 dataset.

Computed properties:
LUMO level (alpha / beta) = -0.1212 / -0.2094 Eh
Highest occupied orbital energy (alpha / beta) = -12.80 / -12.59 eV
F_max = 1.50 eV Å⁻¹
Spin multiplicity = 2
Total charge = +1

Last column: natural (NBO) charge in e.
Positions of all 22 atoms, in Å:
C  1.172  -1.432  -0.683  0.0190
C  0.723  -1.127  -1.936  -0.1707
N  -0.634  -1.631  -2.285  -0.6938
N  2.352  -0.996  -0.191  -0.7582
H  0.817  -2.349  -0.222  0.2378
H  1.099  -0.379  -2.610  0.2315
H  -0.605  -2.429  -2.918  0.4414
H  -1.124  -1.835  -1.401  0.4600
H  -1.186  -0.889  -2.719  0.4439
H  2.626  -0.054  -0.436  0.3931
H  2.478  -1.156  0.797  0.4083
C  -1.378  2.448  2.232  -0.6100
C  -0.150  2.210  1.356  -0.4085
C  -0.478  1.322  0.158  -0.5631
S  -0.669  -0.412  0.627  0.0471
H  -2.158  2.930  1.650  0.2088
H  -1.159  3.079  3.087  0.2317
H  -1.779  1.500  2.607  0.2068
H  0.195  3.168  0.957  0.2176
H  0.669  1.761  1.924  0.2081
H  0.306  1.422  -0.602  0.2240
H  -1.405  1.663  -0.298  0.2251

No. 2
The following is a quantum chemistry calculation of a cluster of 2 separate species, C5H14N3 in total in a non-equilibrium geometry, from the Open Molecules 2025 dataset.

Computed properties:
LUMO level = -0.2745 Eh
Highest occupied orbital energy = -12.58 eV
F_max = 8.42 eV Å⁻¹
Total charge = +1

Last column: natural (NBO) charge in e.
Positions of all 22 atoms, in Å:
N  2.703  -0.134  -0.259  -0.8175
C  1.566  -0.366  0.589  -0.2212
C  0.791  -1.596  0.106  -0.2358
N  -0.413  -1.944  0.873  -0.7589
H  3.587  -0.198  0.252  0.3843
H  2.708  0.737  -0.778  0.3762
H  0.893  0.486  0.536  0.1601
H  1.805  -0.538  1.658  0.2006
H  0.481  -1.407  -0.931  0.1835
H  1.468  -2.467  0.159  0.2296
H  -0.134  -2.408  1.747  0.3753
H  -0.857  -1.083  1.177  0.3241
C  -1.451  1.465  -0.997  -0.0840
C  -1.533  1.019  -2.265  -0.2468
C  -1.080  0.979  1.461  -0.0657
N  -1.466  0.568  0.054  -0.4374
H  -1.304  2.514  -0.765  0.2313
H  -1.484  -0.055  -2.489  0.2224
H  -1.446  1.649  -3.146  0.2473
H  -2.077  0.997  1.970  0.2748
H  -0.619  1.942  1.206  0.2166
H  -2.139  -0.160  -0.158  0.4410

No. 3
The following is a quantum chemistry calculation of the ion C5H14N3 with charge +1 in a non-equilibrium geometry, from the Open Molecules 2025 dataset.

Computed properties:
SMILES string = [H]/N=C/CC[N+](C)(C)N
LUMO level = -0.1025 Eh
Highest occupied orbital energy = -14.25 eV
F_max = 4.65 eV Å⁻¹
Total charge = +1

Last column: natural (NBO) charge in e.
Positions of all 22 atoms, in Å:
C  1.397  -1.214  -0.130  -0.5034
C  2.414  -0.141  -0.082  0.1536
C  0.018  -0.824  0.445  -0.2464
C  -0.621  1.549  0.413  -0.4524
C  -2.243  -0.289  0.278  -0.4134
N  2.038  1.082  0.173  -0.6682
N  -0.768  0.222  -1.494  -0.6209
N  -0.896  0.182  -0.108  -0.0814
H  1.397  -1.416  -1.295  0.2399
H  1.669  -2.222  0.402  0.2911
H  3.403  -0.388  -0.263  0.1933
H  0.271  0.152  -1.627  0.3740
H  -0.526  -1.702  0.654  0.2305
H  0.335  -0.432  1.477  0.2470
H  -1.511  1.773  1.127  0.2214
H  0.427  1.672  0.889  0.3072
H  -0.694  2.146  -0.506  0.2506
H  -2.347  -1.283  0.103  0.2173
H  -2.388  -0.135  1.359  0.2432
H  -3.121  0.277  -0.135  0.2632
H  2.873  1.648  0.276  0.3734
H  -1.127  -0.655  -1.957  0.3802

No. 4
The following is a quantum chemistry calculation of the ion C5H14N3 with charge +1 in a non-equilibrium geometry, from the Open Molecules 2025 dataset.

Computed properties:
LUMO level = -0.2955 Eh
Highest occupied orbital energy = -14.99 eV
F_max = 2.39 eV Å⁻¹
Total charge = +1

Last column: natural (NBO) charge in e.
Positions of all 22 atoms, in Å:
C  2.142  -0.328  1.251  -0.6149
C  2.019  0.856  0.287  -0.4066
C  1.541  0.428  -1.110  -0.3698
C  0.219  -0.401  -1.093  -0.3513
N  -0.668  -0.070  -0.093  0.0659
C  -2.016  -0.222  -0.360  0.1338
N  -2.465  -1.153  0.682  -0.6216
N  -2.728  1.059  -0.248  -0.7574
H  2.794  -0.115  2.090  0.2421
H  2.580  -1.179  0.720  0.2041
H  1.177  -0.670  1.615  0.1960
H  2.963  1.398  0.286  0.2429
H  1.247  1.556  0.621  0.2023
H  1.194  1.324  -1.599  0.2325
H  2.290  -0.100  -1.685  0.2421
H  0.411  -1.485  -0.961  0.3521
H  -0.262  -0.316  -2.082  0.2507
H  -2.300  -0.651  -1.322  0.1976
H  -1.783  -1.889  0.877  0.3912
H  -2.559  -0.643  1.564  0.3913
H  -2.200  1.730  0.305  0.3855
H  -3.595  0.873  0.255  0.3914

No. 5
The following is a quantum chemistry calculation of a cluster of 2 separate species, C5H14N3 in total in a non-equilibrium geometry, from the Open Molecules 2025 dataset.

Computed properties:
LUMO level = -0.1159 Eh
Highest occupied orbital energy = -14.16 eV
F_max = 2.02 eV Å⁻¹
Total charge = +1

Last column: natural (NBO) charge in e.
Positions of all 22 atoms, in Å:
C  -0.638  -2.501  -0.715  -0.4259
N  -0.309  0.714  -2.536  -0.7339
C  -0.482  -0.585  -2.221  0.3982
N  -0.551  -1.059  -1.002  -0.5125
H  -0.266  -3.107  -1.504  0.2210
H  -1.702  -2.816  -0.705  0.2291
H  -0.140  -2.726  0.253  0.2400
H  -0.351  1.466  -1.855  0.4232
H  -0.368  0.955  -3.500  0.4273
H  -0.516  -1.269  -3.038  0.2146
H  -0.252  -0.462  -0.231  0.4525
C  -0.468  2.126  1.120  -0.6056
C  0.807  1.373  1.276  -0.2554
C  1.217  -0.637  2.252  0.0084
N  0.626  -0.077  1.266  -0.4706
H  -0.265  3.235  1.192  0.2424
H  -0.914  2.028  0.122  0.1699
H  -1.197  1.768  1.851  0.2290
H  1.255  1.711  2.179  0.1979
H  1.433  1.598  0.414  0.1937
H  1.931  -0.050  2.901  0.1692
H  1.152  -1.686  2.483  0.1876

No. 6
The following is a quantum chemistry calculation of a cluster of 2 separate species, C5H14N4 in total in a non-equilibrium geometry, from the Open Molecules 2025 dataset.

Computed properties:
LUMO level (alpha / beta) = -0.3732 / -0.3560 Eh
Highest occupied orbital energy (alpha / beta) = -17.32 / -17.47 eV
F_max = 4.73 eV Å⁻¹
Total charge = +2

Last column: natural (NBO) charge in e.
Positions of all 23 atoms, in Å:
C  -0.631  -0.699  0.441  0.2277
C  -3.908  0.231  -0.443  -0.5696
C  1.747  2.001  -0.196  -0.4753
C  1.436  -1.670  -0.983  -0.2946
C  1.552  -0.421  1.459  -0.4516
N  -1.743  -0.193  0.211  0.0077
N  -2.833  0.158  0.409  0.1723
N  0.522  1.233  -0.140  -0.3628
N  0.575  -0.044  0.386  -0.1226
H  -0.437  -1.826  0.715  0.2942
H  -3.758  0.170  -1.469  0.2567
H  -4.614  -0.637  -0.418  0.3565
H  -4.814  0.956  -0.152  0.3319
H  1.916  2.118  0.894  0.2310
H  2.648  1.483  -0.712  0.2188
H  1.817  2.941  -0.815  0.3028
H  0.687  -2.246  -1.594  0.2452
H  2.139  -1.067  -1.702  0.2522
H  2.004  -2.110  -0.135  0.2273
H  1.378  -1.373  1.779  0.2372
H  2.661  -0.358  1.282  0.2788
H  1.582  0.336  2.201  0.2627
H  0.074  1.016  -1.016  0.3735

For reference, ΔE to the lowest compared entry with this formula, charge and spin by record: 65.2, 639.7, 422.6, 516.4, 157.2, 951.7 kJ/mol.
For reference, energy by record: -19219.03933, -9870.53662, -9872.78596, -9871.81406, -9875.53698, -11346.30461 eV.